(1)
95
Properties=species:S:1:pos:R:3:lowdin_spin:R:1 method="wB97M-V/def2-TZVPD" s2=8.76 total_charge=-1 multiplicity=6 energy_ev=-258914.23922 gap_ev="6.734 / 7.242" e_homo_ev="-4.40 / -4.91"
Mn 0.02733 -1.92122 -0.02647 4.599
C 1.83215 -5.42461 1.70622 0.004
C 1.64913 -4.21243 0.82479 0.018
N 0.47385 -3.87147 0.39925 0.042
N -0.55429 -4.77946 0.60188 0.012
C -1.69378 -4.39722 0.11700 0.009
S -2.06357 -2.90442 -0.70497 0.065
S -3.01470 -5.53598 0.43665 0.003
C -3.51153 -5.85630 -1.29750 0.002
C -2.54443 -6.77411 -1.98540 0.000
C -2.76227 -8.14748 -2.03136 0.000
C -1.83144 -8.99439 -2.61667 0.000
C -0.66023 -8.47628 -3.15318 0.000
C -0.43076 -7.10701 -3.10479 0.000
C -1.36788 -6.26077 -2.52923 0.000
C 2.82245 -3.45660 0.41615 0.008
C 4.07593 -3.78068 0.97541 0.001
C 5.23963 -3.17589 0.57253 0.006
C 5.19142 -2.20596 -0.44216 0.002
C 3.99824 -1.84609 -1.00681 0.006
C 2.76807 -2.42910 -0.59382 0.013
O 1.67063 -2.04358 -1.12810 0.078
H 0.90057 -5.97235 1.77207 0.000
H 2.14432 -5.11517 2.70687 0.001
H 2.60689 -6.08115 1.30716 0.000
H -3.55875 -4.87879 -1.77646 0.002
H -4.51182 -6.28165 -1.22879 0.000
H -3.66696 -8.55724 -1.59442 0.000
H -2.01869 -10.06102 -2.65277 0.000
H 0.07140 -9.13673 -3.60252 0.000
H 0.48328 -6.69439 -3.51456 0.000
H -1.18264 -5.19235 -2.48463 0.000
H 4.12469 -4.52810 1.75801 0.000
H 6.18184 -3.44338 1.03513 0.000
H 6.10608 -1.72342 -0.76887 0.000
H 3.94396 -1.08907 -1.77941 0.000
Se -1.11100 5.34387 0.29008 0.000
P 0.58641 4.10134 0.17480 0.001
C 1.72759 4.48506 1.53822 0.000
C 1.35490 4.09042 2.82127 0.000
C 2.13803 4.43363 3.91035 0.000
C 3.29310 5.18495 3.72632 0.000
C 3.65071 5.60359 2.45408 0.000
C 2.86738 5.25977 1.35916 0.000
C 1.55610 4.36334 -1.34781 0.000
C 1.11142 5.28489 -2.28622 0.000
C 1.86697 5.54088 -3.42472 0.000
C 3.06741 4.87759 -3.62416 0.000
C 3.51280 3.95141 -2.68915 0.000
C 2.76342 3.68985 -1.55247 0.000
C 0.35429 2.32217 0.28760 0.006
C -0.69539 1.39950 0.24544 0.008
N -0.10990 0.17673 0.18404 0.033
N 1.21409 0.35416 0.23510 0.023
N 1.50895 1.61981 0.28563 0.005
P -2.48491 1.65963 0.31780 0.001
Se -3.70722 -0.03567 0.56190 0.003
C -2.80625 2.44153 -1.29894 0.000
C -3.58114 3.56957 -1.53570 0.000
C -3.77045 4.02343 -2.83384 0.000
C -3.19197 3.35405 -3.90088 0.000
C -2.44363 2.20664 -3.67290 0.000
C -2.25472 1.74964 -2.37845 0.000
C -2.72106 2.70001 1.78732 0.000
C -3.82756 3.53049 1.94261 0.000
C -4.04253 4.18434 3.14380 0.000
C -3.17622 3.98562 4.21189 0.000
C -2.10980 3.10967 4.07897 0.000
C -1.88160 2.46386 2.87143 0.000
H 0.44300 3.52145 2.95739 0.000
H 1.84754 4.11722 4.90475 0.000
H 3.91145 5.44629 4.57650 0.000
H 4.54309 6.20084 2.31180 0.000
H 3.14371 5.59356 0.36746 0.000
H 0.17596 5.80275 -2.11128 0.000
H 1.51599 6.26323 -4.15153 0.000
H 3.65660 5.07837 -4.51117 0.000
H 4.44916 3.43051 -2.84622 0.000
H 3.09611 2.96139 -0.82549 0.000
H -4.00980 4.12515 -0.71730 0.000
H -4.36551 4.91173 -3.00786 0.000
H -3.31854 3.72775 -4.90999 0.000
H -2.00608 1.66639 -4.50282 0.000
H -1.67873 0.84905 -2.20461 0.000
H -4.52746 3.66434 1.13116 0.000
H -4.89270 4.84706 3.25050 0.000
H -3.34609 4.49914 5.15056 0.000
H -1.45197 2.92282 4.91957 0.000
H -1.05853 1.76435 2.77780 0.000
N -1.23813 -0.98726 2.99617 0.003
N -0.43238 -2.01254 2.40206 0.038
H -1.67398 -1.32662 3.84672 0.001
H -1.98695 -0.77924 2.33753 0.001
H -0.85288 -2.93263 2.49121 0.001
H 0.46079 -2.02501 2.87829 0.002

---

(2)
97
Properties=species:S:1:pos:R:3:mulliken_charge:R:1 method="wB97M-V/def2-TZVPD" total_charge=-1 energy_ev=-126712.86440 gap_ev=5.558 e_homo_ev=-4.17
Ba -0.35581 -0.14519 -0.42425 1.526
C -4.76957 0.01520 -1.16073 -1.325
C -3.80527 -1.16796 -1.21541 0.006
C -3.40838 -1.78596 0.12832 -0.980
N -2.46031 -1.00070 0.91300 -0.041
C -2.71215 -0.47179 2.06259 0.366
C -4.04767 -0.31936 2.56467 -0.380
C -4.54464 -0.12765 3.81883 -0.582
C -3.90007 -0.02927 5.04986 -0.553
C -2.53301 0.04531 5.18754 -0.521
C -1.51733 0.14420 4.25970 -0.618
C -1.50325 0.12858 2.84494 0.311
N -0.46774 0.50074 2.14081 0.426
C 0.67522 1.12941 2.77694 -0.754
C 1.83345 1.52177 1.81998 -0.019
C 1.62565 2.78588 0.96781 -1.522
N 0.77404 2.58094 -0.19894 0.864
C 0.02303 3.61370 -0.71555 0.264
C 0.29864 4.92230 -0.45507 -0.040
C -0.29897 6.10165 -1.00746 -0.764
C -1.01329 6.25240 -2.14240 -0.433
C -1.36905 5.19668 -3.05356 -0.152
C -1.41181 3.87909 -2.80833 -1.249
C -1.18061 3.21059 -1.51806 0.687
N -1.92526 2.28931 -1.04817 -0.171
C -3.16304 1.94608 -1.71822 -1.100
C -4.16880 1.34903 -0.72200 0.041
H -5.60805 -0.24279 -0.50538 0.448
H -5.20867 0.14951 -2.15800 0.360
H -2.92384 -0.88882 -1.80312 -0.056
H -4.25517 -1.97627 -1.79972 0.456
H -2.89961 -2.72400 -0.11082 0.177
H -4.29365 -2.05929 0.71764 0.523
H -4.79637 -0.39909 1.78723 0.245
H -5.62952 -0.07965 3.85498 0.328
H -4.50807 0.00882 5.94106 0.315
H -2.17570 0.08753 6.21549 0.301
H -0.53892 0.28153 4.70350 0.180
H 1.08468 0.46535 3.54688 0.328
H 0.34760 2.01985 3.33422 0.514
H 2.14884 0.68796 1.18930 -0.343
H 2.68270 1.72088 2.48466 0.323
H 2.59953 3.18483 0.65452 0.451
H 1.14883 3.53511 1.60666 0.493
H 1.07770 5.11619 0.26926 0.343
H -0.05095 7.01607 -0.47676 0.303
H -1.28031 7.25677 -2.44236 0.320
H -1.66606 5.50630 -4.05073 0.360
H -1.72215 3.21961 -3.60838 0.531
H -2.94672 1.23176 -2.52040 0.400
H -3.59557 2.83078 -2.21210 0.428
H -4.98451 2.06359 -0.56397 0.409
H -3.66922 1.25664 0.24532 -0.030
O -1.06395 -4.19495 -1.70319 -0.657
C -0.28875 -3.27731 -1.89481 -0.084
O -0.46252 -2.03907 -1.73382 -0.705
C 1.10027 -3.54952 -2.46312 0.804
C 1.19737 -4.19193 -3.69030 -0.311
C 2.43623 -4.30474 -4.28942 -0.721
C 3.58648 -3.77929 -3.73339 -0.375
C 3.45232 -3.16629 -2.49446 -0.575
C 2.25330 -3.07734 -1.79603 0.317
O 2.10133 -2.61344 -0.54188 0.177
N 4.71167 -2.52139 -1.99272 1.188
O 4.67106 -1.94317 -0.90562 -0.620
O 5.70299 -2.62764 -2.68745 -0.695
N 2.54177 -4.98962 -5.59701 1.047
O 1.51507 -5.39343 -6.10139 -0.636
O 3.65082 -5.11044 -6.07212 -0.645
H 0.30741 -4.58510 -4.15883 0.621
H 4.54641 -3.82708 -4.22413 0.679
Ge 3.03414 -3.34918 0.87448 0.489
C 3.94521 -2.11268 2.04519 -0.197
C 5.33331 -1.98510 1.99624 -0.296
C 6.01516 -1.20311 2.91191 -0.802
C 5.31840 -0.53227 3.89994 -0.521
C 3.94402 -0.63568 3.96092 -0.909
C 3.26447 -1.41817 3.03654 0.372
C 1.55861 -4.24885 1.76451 0.372
C 1.24490 -4.14592 3.11525 -0.065
C 0.12110 -4.76393 3.64250 -0.774
C -0.71310 -5.49962 2.82149 -0.451
C -0.41368 -5.62686 1.47665 -0.675
C 0.71412 -5.01469 0.96163 -0.649
H 3.98245 -4.34070 0.19175 -0.119
H 5.89504 -2.49528 1.23336 0.424
H 7.08966 -1.11600 2.85137 0.393
H 5.85231 0.07851 4.61607 0.387
H 3.38623 -0.10125 4.71927 0.418
H 2.18498 -1.45953 3.09499 0.670
H 1.87850 -3.58127 3.78650 0.446
H -0.10679 -4.64976 4.69481 0.416
H -1.60393 -5.96250 3.22576 0.366
H -1.06930 -6.17374 0.81552 0.443
H 0.88737 -5.11535 -0.10156 0.341
O 0.74115 1.31916 -2.16583 -0.413
C 1.46762 1.59619 -1.22591 -0.872

---

Energy above the lowest of the compared OMol25 structures with the same formula, charge and spin values, unit kcal/mol, following the record order: 1.1 53.7.